1.
Here is C10H19InNO4 as an isolated structure in a non-equilibrium geometry from the Open Molecules 2025 dataset. Energies are from wB97M-V/def2-TZVPD.

Structure (XYZ):
```
35
Properties=species:S:1:pos:R:3:forces:R:3
In -0.360134 -3.962429 -1.068394 0.1 -0.2 0.0
C 2.991207 -4.441782 -0.353611 -0.9 0.1 -1.5
O 2.712665 -3.609421 -1.237817 -0.4 2.3 -1.4
O 3.805718 -5.326350 -0.538286 4.1 -3.1 -0.2
O 2.087816 -4.520171 0.451516 -2.8 0.5 3.0
C 0.968739 1.402513 -1.576146 -0.1 -0.1 -1.7
C 0.829840 0.475968 -0.376304 1.8 -0.7 1.6
C 1.155861 1.308830 0.935215 0.3 -1.1 0.4
C 0.104099 2.188511 1.583525 -1.4 -0.3 -2.3
C -1.211493 1.380602 1.748051 2.0 0.0 0.1
C -1.660279 0.525626 0.418632 -0.5 0.3 3.7
N -0.499774 -0.237764 -0.181127 -0.6 3.0 -1.6
O -0.862286 -1.039364 -1.258697 1.1 0.1 1.6
C -2.759478 -0.461538 0.890115 0.3 -0.8 -0.9
C -2.252291 1.517378 -0.555196 0.6 0.1 -1.4
C 1.904633 -0.714310 -0.538737 -0.6 0.7 0.7
H 0.335416 1.081194 -2.403051 -0.2 0.3 -0.1
H 1.966729 1.307284 -2.003988 0.2 -0.6 0.3
H 0.977386 2.485889 -1.456455 -1.0 -0.1 0.7
H 1.454158 0.514577 1.619516 0.3 0.3 0.5
H 1.988239 1.991805 0.765536 0.4 -0.6 -0.4
H -0.098799 2.992803 0.876385 0.0 0.3 -0.1
H 0.452158 2.715573 2.471884 0.0 -0.6 0.2
H -1.943604 2.087145 2.139096 -0.7 -0.4 -0.7
H -0.949172 0.785552 2.622803 -0.6 -1.0 -0.3
H -3.397310 -0.106461 1.699552 0.4 0.3 0.0
H -3.432990 -0.704132 0.068134 0.0 0.0 -0.1
H -2.302429 -1.405160 1.188057 0.0 0.0 0.3
H -3.298165 1.705972 -0.312920 0.3 0.3 0.4
H -1.608951 2.392467 -0.647098 -0.4 0.3 0.2
H -2.302683 1.132366 -1.573693 -0.1 -0.2 -0.3
H 2.847544 -0.358606 -0.123407 0.0 0.2 -0.1
H 2.105729 -1.081535 -1.545110 -0.4 0.4 -0.1
H 1.640183 -1.579729 0.068898 -0.2 0.0 0.2
H -1.388281 -0.443304 -1.796878 -0.9 0.2 -0.6
```
Positions in Å, forces in eV/Å.

Values from the calculation:
LUMO level (alpha / beta) ... -0.3820 / -0.4069 Ha
Net charge ... +2
Multiplicity ... 2
Electronic energy ... -25507.737 eV
Expectation value of S² ... 1.767
Relative energy (zero: lowest compared OMol25 entry of this formula, charge and spin) ... 0.00 kcal per mole
M ... 332.08 g mol⁻¹
Gap between HOMO and LUMO (alpha / beta) ... 7.205 / 6.466 eV



2.
Here is a 2-piece molecular cluster, C10H16O overall in a non-equilibrium geometry from the Open Molecules 2025 dataset. Energies are from wB97M-V/def2-TZVPD.

Structure (XYZ):
```
27
Properties=species:S:1:pos:R:3:forces:R:3
C 1.351580 -0.982800 -0.832926 -1.3 -1.9 1.8
C 1.853434 0.109780 0.001221 2.4 2.0 -1.2
C 0.887900 0.536975 1.032488 0.9 -1.7 1.3
C 0.503738 -0.488839 1.957793 -2.4 -1.1 -0.1
C -0.494613 -0.237024 2.897385 1.9 3.1 -1.1
C -0.760136 1.179115 3.101630 -1.4 -2.2 0.0
O -1.563535 1.506435 4.127029 0.9 -3.0 5.1
C -0.462641 2.157019 2.220942 2.2 -1.3 -1.9
C 0.398399 1.797530 1.159294 -0.6 -0.6 1.2
H 0.400776 -0.613661 -1.300110 0.7 -1.3 0.9
H 1.404714 -1.925146 -0.125857 -1.2 1.4 -1.9
H 2.043926 -1.167352 -1.579142 1.3 -0.6 -1.8
H 2.897711 -0.062126 0.296547 -0.4 -0.8 1.2
H 2.217851 0.868936 -0.712269 -1.2 0.9 0.2
H 0.633843 -1.597516 1.813832 0.7 1.4 -0.2
H -1.023024 -0.982253 3.457275 0.1 -0.2 0.4
H -1.239464 0.774871 4.941145 -1.8 3.4 -3.4
H -0.694142 3.170901 2.276776 -0.8 1.3 0.7
H 0.761934 2.509662 0.486957 0.3 1.2 -1.0
C -1.321594 -1.492667 -3.049481 0.0 -4.1 -1.2
C -0.925261 -0.145392 -3.328449 -0.3 1.5 -3.0
H -2.285519 -1.611725 -2.749904 -3.3 0.5 1.0
H -1.384637 -2.397560 -3.785316 1.2 2.0 0.4
H -0.834457 -1.856752 -2.190582 1.1 -0.7 0.9
H -1.336520 0.590731 -2.739856 -2.3 1.4 1.6
H 0.018191 0.106241 -3.036434 3.4 -0.1 0.1
H -1.048444 0.252609 -4.339977 0.0 -0.4 -0.1
```
Positions in Å, forces in eV/Å.

Values from the calculation:
SMILES ... CCc1ccc(O)cc1.CC
LUMO level ... 0.0250 Ha
Net charge ... 0
Multiplicity ... 1
Electronic energy ... -12673.733 eV
Relative energy (zero: lowest compared OMol25 entry of this formula, charge and spin) ... 92.05 kcal per mole
M ... 152.24 g mol⁻¹
Gap between HOMO and LUMO ... 9.009 eV



3.
Here is C30H48BaCl2N3O7Si as an isolated structure in a non-equilibrium geometry from the Open Molecules 2025 dataset. Energies are from wB97M-V/def2-TZVPD.

Structure (XYZ):
```
92
Properties=species:S:1:pos:R:3:forces:R:3
C -1.769885 -0.281658 -5.739141 0.0 -0.1 -0.6
C -1.133985 -1.114726 -4.673366 0.5 0.1 0.1
H -1.709860 -0.825735 -6.686256 -0.2 0.3 -0.1
H -1.277918 0.699687 -5.855204 -0.2 -0.4 0.1
H -2.828347 -0.093884 -5.494293 0.3 0.0 -0.1
C -0.417306 -2.219779 -4.911898 -0.5 0.3 0.8
C -0.165897 -2.783918 -6.261765 0.1 -0.5 -0.4
H -0.015390 -2.811372 -4.077737 -0.3 0.5 -0.3
H 0.415694 -2.093616 -6.884753 -0.1 -0.3 0.0
H -1.096114 -3.036722 -6.787736 0.1 0.2 0.0
H 0.373625 -3.727616 -6.134165 0.1 0.2 -0.3
Ba 1.112728 1.000028 1.542303 0.2 0.4 -0.6
Cl 1.132124 2.212383 -1.350547 1.1 -0.4 0.2
C 0.371901 -2.173490 2.086348 -2.5 1.2 -0.2
O 1.472582 -1.653137 1.915629 1.4 -0.2 -0.1
N 0.116511 -3.353664 2.589655 0.9 -2.1 0.7
C 1.233337 -4.280174 2.754139 -0.4 0.0 0.2
C -1.256056 -3.801876 2.846307 0.3 0.4 -0.5
H -0.599437 -1.577350 1.794242 2.0 -1.7 0.9
H 2.115609 -3.704854 3.057458 -0.2 -0.3 0.0
H 1.447825 -4.798158 1.809389 0.0 0.0 0.2
H 0.951838 -5.014648 3.510334 0.3 0.0 0.0
H -1.870947 -2.926020 3.102582 0.2 -0.4 0.0
H -1.240066 -4.527204 3.665389 -0.1 0.2 -0.1
H -1.686910 -4.273179 1.951007 0.0 0.0 0.2
H 0.150395 3.723419 6.480354 0.3 -0.1 -0.1
H -1.397004 4.897328 5.857933 0.0 0.1 -0.3
C 0.687786 3.503783 5.553971 0.1 -0.2 0.0
C -1.147398 5.039405 4.801728 -0.1 0.1 -0.4
N -0.022690 4.173668 4.477440 0.5 0.3 -0.3
H 0.711344 2.419444 5.387875 0.0 0.3 0.0
C 0.470397 4.129044 3.229592 0.6 -1.2 -0.1
O 1.449727 3.417162 2.899045 -1.1 1.2 0.4
H -2.018309 4.788404 4.182591 0.2 -0.1 0.2
H -0.083839 4.746102 2.497212 0.2 -0.2 0.2
H 1.718297 3.880350 5.610359 -0.2 -0.1 0.1
H -0.885852 6.090391 4.614138 -0.1 -0.1 0.2
H 1.583173 0.235155 -3.206322 0.5 -0.1 0.0
H 2.407965 -2.556139 -3.963994 0.1 0.2 0.3
C 2.678353 0.103131 -3.275667 -0.2 0.2 0.0
C 3.289713 -2.336978 -3.339660 0.1 0.2 0.2
N 3.121940 -1.099190 -2.574985 0.3 -0.3 0.4
H 3.149154 0.977039 -2.812966 -0.2 -0.2 -0.1
C 3.294455 -1.070381 -1.225939 -0.6 1.2 0.4
O 3.042668 -0.089965 -0.500744 0.7 -1.6 -1.0
H 3.435865 -3.168604 -2.640527 0.0 0.1 -0.2
H 3.676288 -2.021237 -0.808317 -0.1 0.1 -0.1
H 2.957313 0.032263 -4.331569 0.1 -0.1 0.1
H 4.158155 -2.265881 -4.010948 -0.1 0.0 0.2
O -0.578582 0.698483 -3.248855 1.1 -1.7 0.2
C -1.335798 -0.509661 -3.305081 0.0 0.4 0.8
C 0.109742 -2.092003 -1.850694 0.2 -0.2 -0.1
C -1.123350 -1.573902 -2.219775 -0.4 0.1 0.0
H 0.995191 -1.558782 -2.185855 -0.2 -0.2 0.2
C 0.206783 -3.324887 -1.185320 -0.2 0.3 0.0
H -2.391336 -0.242011 -3.224822 -0.1 0.1 0.0
C -2.279551 -2.238768 -1.795734 0.2 -0.2 -0.4
H 1.185138 -3.770514 -0.991278 -0.2 0.2 0.1
C -0.953206 -4.012678 -0.826352 -0.2 0.0 -0.2
C -2.203408 -3.461192 -1.137808 0.0 0.1 0.2
H -3.244721 -1.824762 -2.093532 0.2 -0.2 0.2
H -0.908446 -4.988249 -0.330205 0.1 0.4 -0.2
H -3.131828 -3.990879 -0.893203 0.4 0.2 0.0
Si -0.692157 2.301626 -2.934127 -3.2 3.2 1.7
Cl -1.434337 -0.300436 1.279322 -2.6 2.0 -1.8
C 0.232857 3.662674 -3.865039 0.4 -0.3 -0.4
C -1.361397 3.327024 -1.377572 -0.4 -0.2 0.1
C -2.493998 2.591231 -3.657526 0.1 -0.5 -1.1
H 0.588692 4.404161 -3.134285 0.0 -0.4 -0.2
H -0.435539 4.183380 -4.569931 0.2 -0.3 0.1
H 1.101930 3.262705 -4.397489 0.0 0.3 -0.1
H -2.612897 2.251555 -4.697372 -0.2 0.1 0.0
H -2.759004 3.662000 -3.620412 0.1 -0.4 0.0
H -3.231997 2.034029 -3.064254 0.0 0.1 0.0
H -1.449628 2.744534 -0.445904 0.2 0.2 -0.2
H -2.367378 3.721678 -1.586590 0.2 -0.1 0.1
H -0.706054 4.200928 -1.215549 -0.1 -0.5 0.1
O -4.007528 2.260003 3.122717 0.6 0.0 0.1
C -3.785472 1.404146 4.122476 0.2 0.0 0.1
C -4.853428 1.022999 4.955928 0.3 0.0 0.0
C -4.612813 0.184897 6.035313 0.1 0.1 -0.1
C -3.329221 -0.322294 6.278983 0.1 -0.3 -0.1
C -2.280417 -0.003364 5.416161 -0.3 0.3 0.1
C -2.477841 0.902875 4.371585 -0.8 0.2 0.2
C -1.340975 1.435833 3.582136 1.0 0.1 -0.7
O -0.186805 0.956149 3.813449 -0.8 0.6 0.1
O -1.568498 2.352433 2.700419 0.4 -0.8 1.1
H -3.047408 2.432292 2.742428 -0.6 -0.1 0.0
H -5.835677 1.447577 4.756564 0.2 -0.2 0.0
H -5.438259 -0.073855 6.697008 0.2 0.0 -0.1
H -3.148709 -0.977579 7.132534 -0.1 0.1 -0.3
H -1.279520 -0.415127 5.547411 -0.2 0.2 0.1
```
Positions in Å, forces in eV/Å.

Values from the calculation:
LUMO level ... 0.0817 Ha
Net charge ... -1
Multiplicity ... 1
Electronic energy ... -84315.357 eV
Relative energy (zero: lowest compared OMol25 entry of this formula, charge and spin) ... 0.00 kcal per mole
M ... 799.05 g mol⁻¹
Gap between HOMO and LUMO ... 7.028 eV



Repeat the first record exactly.
Here is C10H19InNO4 as an isolated structure in a non-equilibrium geometry from the Open Molecules 2025 dataset. Energies are from wB97M-V/def2-TZVPD.

Structure (XYZ):
```
35
Properties=species:S:1:pos:R:3:forces:R:3
In -0.360134 -3.962429 -1.068394 0.1 -0.2 0.0
C 2.991207 -4.441782 -0.353611 -0.9 0.1 -1.5
O 2.712665 -3.609421 -1.237817 -0.4 2.3 -1.4
O 3.805718 -5.326350 -0.538286 4.1 -3.1 -0.2
O 2.087816 -4.520171 0.451516 -2.8 0.5 3.0
C 0.968739 1.402513 -1.576146 -0.1 -0.1 -1.7
C 0.829840 0.475968 -0.376304 1.8 -0.7 1.6
C 1.155861 1.308830 0.935215 0.3 -1.1 0.4
C 0.104099 2.188511 1.583525 -1.4 -0.3 -2.3
C -1.211493 1.380602 1.748051 2.0 0.0 0.1
C -1.660279 0.525626 0.418632 -0.5 0.3 3.7
N -0.499774 -0.237764 -0.181127 -0.6 3.0 -1.6
O -0.862286 -1.039364 -1.258697 1.1 0.1 1.6
C -2.759478 -0.461538 0.890115 0.3 -0.8 -0.9
C -2.252291 1.517378 -0.555196 0.6 0.1 -1.4
C 1.904633 -0.714310 -0.538737 -0.6 0.7 0.7
H 0.335416 1.081194 -2.403051 -0.2 0.3 -0.1
H 1.966729 1.307284 -2.003988 0.2 -0.6 0.3
H 0.977386 2.485889 -1.456455 -1.0 -0.1 0.7
H 1.454158 0.514577 1.619516 0.3 0.3 0.5
H 1.988239 1.991805 0.765536 0.4 -0.6 -0.4
H -0.098799 2.992803 0.876385 0.0 0.3 -0.1
H 0.452158 2.715573 2.471884 0.0 -0.6 0.2
H -1.943604 2.087145 2.139096 -0.7 -0.4 -0.7
H -0.949172 0.785552 2.622803 -0.6 -1.0 -0.3
H -3.397310 -0.106461 1.699552 0.4 0.3 0.0
H -3.432990 -0.704132 0.068134 0.0 0.0 -0.1
H -2.302429 -1.405160 1.188057 0.0 0.0 0.3
H -3.298165 1.705972 -0.312920 0.3 0.3 0.4
H -1.608951 2.392467 -0.647098 -0.4 0.3 0.2
H -2.302683 1.132366 -1.573693 -0.1 -0.2 -0.3
H 2.847544 -0.358606 -0.123407 0.0 0.2 -0.1
H 2.105729 -1.081535 -1.545110 -0.4 0.4 -0.1
H 1.640183 -1.579729 0.068898 -0.2 0.0 0.2
H -1.388281 -0.443304 -1.796878 -0.9 0.2 -0.6
```
Positions in Å, forces in eV/Å.

Values from the calculation:
LUMO level (alpha / beta) ... -0.3820 / -0.4069 Ha
Net charge ... +2
Multiplicity ... 2
Electronic energy ... -25507.737 eV
Expectation value of S² ... 1.767
Relative energy (zero: lowest compared OMol25 entry of this formula, charge and spin) ... 0.00 kcal per mole
M ... 332.08 g mol⁻¹
Gap between HOMO and LUMO (alpha / beta) ... 7.205 / 6.466 eV



- Number 1 is which compound?
  C10H19InNO4